This record from OMol25 describes C45H66CaCl2F5N13O3STe as an isolated structure. The level of theory is ωB97M-V with the def2-TZVPD basis set.

## Properties
HOMO (eV): -7.406
LUMO energy (eV): 0.5
Kohn-Sham gap (Eh): 0.289
Maximum force (Eh/bohr): 0.01431
ΔE to the lowest compared entry with this formula, charge and spin (kcal/mol): 0.0

Geometry as XYZ:
```
137
Properties=species:S:1:pos:R:3:forces:R:3:mulliken_charge:R:1
Te -1.235950 -1.353310 -3.201416 -0.4 -0.3 0.0 1.9617
Ca 0.104638 0.235823 -0.553097 0.4 0.6 0.2 2.3685
Cl -1.941166 -3.197162 2.243459 0.0 0.0 0.0 -0.1712
Cl -0.985232 0.499517 6.086868 -0.1 0.0 0.0 -0.1677
S -7.208384 2.042195 0.242454 0.0 0.0 0.0 -0.1688
F -2.232328 -0.715275 -4.705668 0.0 0.0 0.0 -0.4946
F -1.215764 0.561548 -2.394027 -0.1 -0.2 -0.3 -0.7773
F -1.688847 -3.178715 -3.678788 0.0 0.1 0.0 -0.4901
F -0.907941 -1.627274 -1.029844 -0.1 -0.3 -0.3 -0.9013
F -2.951224 -1.363213 -2.447319 0.0 0.0 0.0 -0.4389
O 0.756301 -0.619529 1.425392 0.0 0.0 0.1 -1.3121
O 1.557839 -3.047065 -2.600611 -0.1 0.0 0.0 -0.4197
O 2.641871 0.523891 1.782540 0.0 0.1 0.0 -0.7792
N 0.309454 2.516667 0.325596 0.1 0.0 0.0 0.6482
N 0.440640 0.304907 -4.720713 0.2 0.1 0.2 0.1135
N 2.677139 -3.360346 -0.537491 0.0 0.0 0.0 0.3340
N 1.419289 4.192460 1.572438 0.0 0.0 0.0 0.4660
N -0.178131 -1.540762 3.943818 0.0 0.0 -0.2 0.9072
N -7.576762 -0.167060 4.225683 0.0 0.0 0.0 -0.5898
N -2.702939 1.640423 -0.334004 0.1 -0.2 0.1 0.6267
N 0.297908 -1.612836 -5.933982 0.2 0.1 -0.3 1.1281
N 4.628781 -2.210622 -0.065591 0.0 0.0 -0.1 0.8435
N 1.919958 1.526953 -2.429836 -0.2 0.1 0.2 2.1035
N -0.403748 0.419145 -6.934570 0.0 0.0 0.0 0.3341
N 0.019149 2.650287 2.625575 0.0 0.0 0.0 0.2696
N 2.745086 -1.099716 -1.025008 -0.1 0.0 0.0 0.4829
C -1.119334 1.753827 2.605259 0.0 -0.1 0.0 -0.2714
C 0.585137 3.076319 1.456557 0.0 0.0 0.0 -0.4083
C -2.465569 -2.235115 3.590936 0.0 0.0 0.0 0.6672
C -0.034553 0.074239 -8.288086 0.0 0.0 0.0 -1.1649
C 2.210232 -1.647202 4.216640 0.0 -0.1 0.0 0.0116
C 3.326147 -2.158266 -0.541058 0.0 -0.2 0.1 0.0277
C -4.854802 0.631948 -0.063623 0.0 0.0 0.0 -0.8733
C -2.019489 -0.660335 5.310194 -0.1 0.1 0.1 1.2520
C -6.745170 0.863994 4.076920 0.0 0.0 0.0 -0.3748
C 2.915536 -4.385849 0.459374 0.0 0.0 0.0 -1.3308
C -1.512324 -1.491155 4.306534 -0.1 -0.1 0.0 -1.1717
C -1.494508 1.362925 -6.799330 0.0 0.0 0.0 -1.1017
C 0.779198 -1.949652 6.141932 0.0 0.0 0.1 -0.7091
C -8.296577 -0.519600 3.166505 0.0 0.0 0.0 -0.4493
C 0.428937 1.733056 -4.518185 0.0 0.0 -0.1 -0.6823
C 0.144298 -0.227766 -5.849947 -0.2 0.0 0.1 -0.0201
C -4.260570 -1.449918 4.971186 0.1 0.0 0.0 -0.5936
C 0.919737 -1.694923 4.779453 0.1 -0.1 0.0 1.0196
C -5.451734 1.881602 0.010078 0.0 0.1 0.0 0.0370
C -3.810762 -2.217385 3.906070 0.0 0.0 0.0 -0.6991
C -6.594169 1.567504 2.895789 0.0 0.0 0.0 -0.1639
C 5.553866 -3.213558 -0.551487 0.0 -0.1 0.1 -1.2917
C 2.430284 -1.681536 2.719511 -0.1 0.0 0.1 -0.1206
C 3.642560 -0.024976 -1.409027 0.0 0.1 0.0 -0.9277
C 2.845856 4.039676 1.339478 0.0 0.0 0.0 -1.0540
C 2.097064 2.533261 -1.373524 0.1 0.0 0.0 0.1310
C 3.142828 0.736278 -2.616111 0.0 -0.1 -0.1 -1.5982
C 1.891208 -2.038718 6.963469 0.0 0.0 0.0 -0.7415
C -0.541347 -2.406889 -6.809399 0.0 0.0 0.1 -1.2099
C -3.483056 0.563149 -0.238510 -0.1 0.0 0.1 -0.5058
C -7.341808 1.177538 1.791325 0.0 0.0 0.0 0.2440
C 3.304694 -1.727177 5.066309 0.0 0.0 0.0 -0.4315
C 0.869455 2.487234 3.797528 0.0 0.0 0.0 -0.6723
C 3.164176 -1.897948 6.436938 0.0 0.0 0.0 -1.1009
C 1.055700 5.269681 2.468502 0.0 0.0 0.0 -1.0901
C 5.230416 -1.142179 0.705578 0.0 0.0 0.0 -1.3091
C -3.360039 -0.662234 5.664610 0.0 0.0 0.0 -0.8588
C 1.628777 2.207893 -3.713520 0.0 0.0 -0.1 -2.0868
C 1.923742 -0.473056 1.922892 0.0 0.0 -0.1 1.0696
C 1.591479 -2.199810 -5.635881 0.0 -0.1 0.1 -0.8829
C -4.653215 3.009754 -0.115549 0.0 0.0 0.0 -0.7696
C -3.286946 2.831307 -0.282050 0.0 0.0 0.0 -0.3911
C 0.764650 3.147310 -0.909906 -0.1 0.1 0.1 -1.5123
C -8.216291 0.111823 1.931413 0.0 0.0 0.0 -0.1477
C 1.426639 -3.490058 -1.274308 0.0 0.0 0.0 -0.6658
H 0.210390 0.985158 -8.841486 0.0 0.0 0.0 0.3683
H 6.000778 -0.608522 0.137764 0.0 0.0 0.0 0.2829
H 2.937343 0.032388 -3.426941 0.0 0.0 0.0 -0.0631
H -0.735486 -3.361470 -6.317959 0.0 0.0 0.0 0.2321
H 2.515294 2.118776 -4.353243 0.0 0.0 0.0 0.4659
H -8.812441 -0.230246 1.096585 0.0 0.0 0.0 0.4120
H 2.196205 -2.314509 -6.546113 0.0 0.0 0.0 0.2129
H -0.210287 -2.076202 6.562452 0.1 0.0 0.0 0.5533
H -0.020037 5.271787 2.627451 0.0 0.0 0.0 0.2919
H 0.632691 -2.951083 -0.755342 0.0 0.0 0.0 0.0931
H -0.822267 0.717108 2.413022 0.0 0.1 0.0 -0.2984
H 4.475354 -0.434450 1.041350 0.0 0.0 0.0 0.4467
H 3.246196 -5.318603 -0.004208 0.0 0.0 0.0 0.2794
H -2.998033 -0.402571 -0.316542 0.0 0.0 0.0 0.4524
H -4.492934 -2.819612 3.322685 0.0 0.0 0.0 0.4834
H 3.207179 4.698913 0.544428 0.0 0.0 0.0 0.2596
H -6.168783 1.146323 4.950631 0.0 0.0 0.0 0.4119
H 4.628418 -0.415360 -1.685465 0.0 0.0 0.0 0.4351
H -0.492148 2.011971 -4.000482 0.0 0.0 0.0 0.2084
H 4.295312 -1.674139 4.629410 0.0 0.0 0.0 0.5060
H -0.839827 -0.441405 -8.822288 0.0 0.0 0.0 0.3579
H -1.836013 1.392745 -5.770440 0.0 0.0 0.0 0.2713
H 0.324808 2.781719 4.696235 0.0 0.0 0.0 0.3023
H 4.036427 -1.952544 7.074089 0.0 0.0 0.0 0.4050
H -8.968412 -1.360072 3.300622 0.0 0.0 0.0 0.3653
H -2.628648 3.691536 -0.356361 0.0 0.0 0.0 0.4230
H 1.342514 6.223740 2.018869 0.0 0.0 0.0 0.3694
H 2.809642 3.310757 -1.690510 0.0 0.0 0.0 0.2036
H 0.848495 -0.561170 -8.286701 0.0 0.0 0.0 0.3138
H 1.173317 -4.549280 -1.312778 0.0 0.0 0.0 0.5542
H -3.683685 -0.015489 6.468543 0.0 0.0 0.0 0.4654
H 1.768092 3.090114 3.708588 0.0 0.0 0.0 0.2707
H -5.903265 2.397941 2.835238 0.0 0.0 0.0 0.4142
H 3.811023 0.658604 -0.572961 0.0 0.0 0.0 0.4102
H -0.079433 -2.607491 -7.783535 0.0 0.0 0.0 0.4222
H 1.549635 5.199519 3.446180 0.0 0.0 0.0 0.3288
H 3.961031 1.392180 -2.958551 0.0 0.0 0.0 0.4777
H -0.005117 -1.585348 2.943577 0.0 0.0 0.0 -1.1861
H 2.120756 -1.563425 -4.931807 0.0 0.0 0.0 0.0222
H -1.599122 1.793667 3.584499 0.0 0.0 0.0 0.3694
H 3.078706 3.004557 1.101751 0.0 0.0 0.0 0.2809
H 3.395063 4.284301 2.256180 0.0 0.0 0.0 0.3909
H 6.077887 -3.695953 0.279418 0.0 0.0 0.0 0.3283
H 1.864530 -2.126149 -2.514322 0.0 0.0 0.0 0.1752
H 0.844827 4.233264 -0.805174 0.1 0.0 0.1 0.2616
H 1.924629 -2.563570 2.312906 0.0 0.0 0.0 0.1300
H 3.670192 -4.054529 1.166737 0.0 0.0 0.0 0.4761
H 1.996271 -4.586943 1.017632 0.0 0.0 0.0 0.4252
H -1.208703 2.368977 -7.122066 0.0 0.0 0.0 0.2991
H 1.752730 -2.222021 8.021311 0.0 0.0 0.0 0.4140
H 1.501160 3.278469 -3.529640 -0.1 0.0 0.0 0.4040
H 1.177059 1.442493 3.901357 0.0 0.0 0.0 -0.0805
H 2.530941 2.037827 -0.508280 0.0 0.0 0.0 -0.9069
H 0.005893 2.953576 -1.676560 0.0 0.0 0.0 0.4282
H -1.497023 -1.908932 -6.953218 0.0 0.0 0.0 0.3517
H 0.459795 2.293632 -5.461456 0.0 0.0 0.0 0.5184
H -2.335849 1.031727 -7.416329 0.0 0.0 0.0 0.3640
H 1.459740 -3.177849 -5.173026 0.0 0.0 0.0 0.3845
H 3.496384 -1.799648 2.543815 0.1 0.1 0.0 0.0155
H -1.821570 2.072298 1.844764 0.0 0.0 -0.1 0.1344
H 5.709262 -1.571247 1.592717 0.0 0.0 0.0 0.3293
H 5.025883 -3.974684 -1.118980 0.0 0.0 0.0 0.4077
H -5.307780 -1.448164 5.237859 0.0 0.0 0.0 0.6121
H -5.080695 4.001847 -0.065470 0.0 0.0 0.0 0.4631
H 6.306186 -2.756930 -1.205184 0.0 0.0 0.0 0.3229
H -5.440473 -0.274249 0.011417 0.0 0.0 0.0 0.5222
```
Positions in Å, forces in eV/Å.